[1]
Here is a cluster of 9 separate species, C29H66INO15PS8 in total at a distorted geometry from OMol25. Energies are from the ωB97M-V functional and the def2-TZVPD basis.

Geometry as XYZ:
```
121
Properties=species:S:1:pos:R:3:lowdin_charge:R:1
I 3.1522 -5.0435 -0.1795 0.88
S -6.6311 1.9165 -3.2872 0.82
S 2.2126 2.9834 6.3950 0.81
S -3.8440 -6.0027 -0.2599 0.83
S 3.0166 -3.7310 -3.4868 0.76
S -4.2061 1.2569 5.5852 0.80
S -2.3019 2.1373 -1.5388 0.84
S 7.6878 -0.4718 -4.3639 0.81
S -2.7567 7.3612 -3.9785 0.82
P -2.1977 -1.2771 1.7321 0.84
O 6.9888 0.8222 -4.0695 -0.56
O 0.0084 -3.9131 1.0998 -0.16
O 0.5139 -0.9331 1.5071 -0.18
O -4.5430 -4.7086 0.0345 -0.56
O 4.2274 -2.9361 -3.0970 -0.59
O -3.3395 -0.4305 0.9911 -0.41
O -1.8224 -0.4077 3.2303 -0.24
O -2.8005 -2.8712 2.2074 -0.22
O -1.8660 6.6315 -3.0172 -0.55
O 3.0589 -2.0610 0.3995 -0.30
O -0.8165 -3.4982 -1.1244 -0.29
O -6.1031 3.1981 -2.7141 -0.58
O -2.9658 1.2994 6.4276 -0.56
O -1.1731 1.5242 -0.7644 -0.57
O 3.5854 3.1103 5.8043 -0.57
N 3.9458 0.1662 4.1521 -0.03
C -5.3431 2.5091 6.2272 -0.28
C 5.1774 -3.7016 1.9744 -0.30
C -3.0773 -5.8481 -1.8912 -0.26
C 4.4278 -2.2250 -0.1123 -0.27
C 2.7231 0.4078 1.7563 -0.04
C -5.1041 -7.1994 -0.7632 -0.29
C 6.4278 -1.6686 -4.8672 -0.28
C 4.9421 1.9602 2.1832 -0.05
C 2.2789 -1.0839 -0.3722 -0.12
C -4.4582 6.8478 -3.6406 -0.27
C -2.9508 9.0518 -3.3644 -0.28
C 8.4545 -0.3172 -5.9952 -0.29
C -0.4645 -2.9955 0.2390 -0.42
C -1.9113 3.8877 -1.7761 -0.28
C 1.9869 -2.6753 -4.5349 -0.25
C 4.6925 -5.0207 2.8182 -0.21
C -3.8418 2.1180 4.0365 -0.26
C 4.8953 -3.7605 0.3613 -0.58
C 1.5005 -0.1338 0.7637 -0.22
C -3.6683 2.4101 -0.3849 -0.27
C -0.5973 -1.3842 0.6506 -0.23
C 3.7336 1.5501 1.1004 0.02
C 2.1268 1.3824 7.2332 -0.27
C 3.5127 -4.8675 -4.8040 -0.26
C 2.8426 -0.2476 3.2381 -0.03
C 2.1748 3.9814 7.9034 -0.29
C -8.2531 2.2694 -4.0064 -0.28
C -7.2543 0.9211 -1.9110 -0.25
C 4.9000 1.1739 3.6090 -0.15
H 1.2297 3.8171 8.4260 0.05
H -8.1152 2.9194 -4.8737 0.05
H 8.8700 -1.2818 -6.2959 0.05
H -3.2680 9.0351 -2.3188 0.06
H 4.0151 -4.3167 -5.6029 0.05
H -4.6198 -8.1182 -1.1018 0.05
H 5.7737 2.7474 1.8722 0.08
H 2.1737 0.5925 6.4799 0.04
H 9.2592 0.4192 -5.9330 0.04
H 2.2557 5.0350 7.6256 0.04
H -2.3158 -0.8825 3.9886 0.09
H 5.7948 -1.8905 -4.0047 0.01
H -1.0496 3.9646 -2.4434 0.05
H -7.9491 1.5108 -1.3083 0.06
H -8.7217 1.3356 -4.3256 0.05
H 1.1562 -3.2598 -4.9370 0.06
H 5.2159 -1.4763 0.3217 0.13
H 3.0132 3.7121 8.5503 0.05
H 2.9680 1.2762 7.9223 0.06
H -3.8181 -5.5142 -2.6218 0.05
H 1.5926 -1.8588 -3.9253 0.05
H -4.0528 1.4386 -0.0653 0.01
H -1.9883 9.5630 -3.4426 0.05
H 6.3457 -3.5931 2.1582 0.11
H -3.4268 3.1065 4.2477 0.06
H -4.7572 2.2132 3.4479 0.06
H 4.2005 -5.6061 -4.3856 0.05
H -3.6900 9.5782 -3.9724 0.05
H -8.8852 2.7747 -3.2721 0.05
H 0.9801 0.8031 0.2422 0.15
H 7.7137 0.0166 -6.7258 0.05
H 5.7973 1.4598 4.3465 0.10
H 4.4291 -2.1225 -1.3023 0.09
H -2.6618 -6.8126 -2.1919 0.05
H -2.2726 -5.1116 -1.8291 0.02
H 1.1831 1.3062 7.7782 0.05
H 1.5369 -1.5729 -1.1400 0.13
H -4.5650 5.7956 -3.9148 0.05
H -2.7662 4.3940 -2.2303 0.03
H 4.7592 -6.0366 2.2388 0.04
H -1.6682 4.3495 -0.8160 0.06
H -5.7370 -7.4214 0.0992 0.04
H -7.7564 0.0329 -2.3013 0.06
H -6.4077 0.6148 -1.2920 0.05
H 5.8143 -1.2501 -5.6686 0.06
H -4.8340 3.4730 6.3008 0.05
H -3.3152 2.9646 0.4877 0.06
H -0.7861 -0.7178 -0.2953 0.13
H 5.8911 -4.1082 -0.1833 0.10
H -6.2077 2.5907 5.5645 0.05
H -4.6810 6.9695 -2.5779 0.06
H 3.6398 -4.7976 3.2944 0.08
H -3.0950 -3.3224 1.3564 0.05
H 6.9121 -2.5874 -5.2058 0.05
H 2.6304 -5.3777 -5.1973 0.05
H -3.1109 1.5308 3.4754 0.03
H 4.6959 -2.7605 2.5199 0.11
H 2.0785 -1.0783 3.6134 0.14
H -4.4637 2.9661 -0.8864 0.02
H -5.7176 -6.7810 -1.5646 0.05
H 3.0336 -0.3691 -0.9555 0.14
H 5.4408 -5.1268 3.7419 0.07
H 3.6383 1.9962 0.0234 0.09
H 2.5849 -2.2621 -5.3507 0.05
H -5.6771 2.1992 7.2203 0.04
H -5.1463 7.4488 -4.2396 0.05
```

## Properties
HOMO-LUMO gap	0.239	Ha
total charge	-1



[2]
Here is a cluster of 8 separate species, C18H51N11O10 in total at a distorted geometry from OMol25. Energies are from the ωB97M-V functional and the def2-TZVPD basis.

Geometry as XYZ:
```
90
Properties=species:S:1:pos:R:3:lowdin_charge:R:1
O 3.0565 1.7056 2.1040 -0.02
O -1.3949 0.2652 2.1011 0.00
O 0.1793 0.0290 -3.1426 0.01
O -0.7014 3.1407 -1.6781 -0.06
O 0.6703 -5.9362 0.0438 -0.07
O -0.1275 -3.9476 -2.2408 -0.07
O 0.0305 -0.8541 5.2173 0.02
O -4.3278 -2.7216 1.9847 -0.03
O -1.5478 5.7538 -1.8928 -0.09
O -4.3803 0.7368 0.8939 0.04
N -1.8149 -1.0332 0.2771 0.19
N -1.1153 -1.3710 -4.4407 0.17
N 2.8152 1.4135 0.7288 -0.10
N -4.9276 -0.9996 -0.5919 0.15
N -6.5314 0.3769 0.2562 0.14
N -0.0712 0.4620 0.2828 0.20
N -0.6616 0.7672 -5.1120 0.15
N -5.4806 -2.0474 3.8043 0.15
N -0.6722 -2.4916 3.7818 0.16
N -3.4768 -1.0428 3.3097 0.17
N -0.0981 -3.0316 5.9268 0.14
C -1.1708 -0.0272 0.9255 -0.63
C -0.4048 3.8553 -2.8492 -0.26
C 5.0173 0.1459 0.6691 -0.03
C -0.2387 -2.0233 4.9952 -0.68
C -1.4833 4.9163 -3.0670 -0.20
C 3.3372 -0.1598 -1.0808 -0.14
C 1.9157 3.6313 0.3753 -0.02
C 2.9719 2.6221 -0.1043 -0.50
C 0.2329 -3.7413 -0.8894 -0.25
C 1.2926 -4.7396 -0.4544 -0.23
C -4.4436 -1.9204 2.9365 -0.67
C -0.4211 -0.2227 -4.1880 -0.64
C 3.4731 0.1045 0.4426 -0.49
C 4.3403 3.3121 -0.0434 -0.02
C 3.5822 1.0363 -1.9942 -0.17
C -5.1704 0.0994 0.2035 -0.63
C 2.8529 -1.0273 1.2308 -0.03
C 2.6675 2.1510 -1.5284 -0.14
H -1.2861 0.6734 -5.8843 0.09
H 0.6493 -2.7333 -0.8034 0.10
H -0.7530 -1.7941 3.0557 0.07
H 0.9275 3.1904 0.5088 0.07
H 1.8225 4.4791 -0.3032 0.09
H 4.6029 3.6924 0.9464 0.09
H 1.8257 -1.2613 0.9642 0.06
H -0.1239 1.6045 -4.9785 0.08
H -1.1397 -2.0449 -3.6923 0.09
H 4.0552 -0.9422 -1.3451 0.12
H 0.5747 4.3163 -2.6570 0.11
H -2.4476 4.4031 -2.9920 0.12
H 0.0947 2.7902 -1.2776 0.02
H 5.5974 0.8237 0.0579 0.06
H -2.2756 5.5112 -1.3242 0.08
H 0.5352 1.0303 0.8441 0.08
H 5.1106 2.5731 -0.2545 0.05
H -5.7165 -1.2795 -1.1340 0.09
H -2.8946 -0.5501 2.6368 0.04
H 3.4040 0.7285 -3.0277 0.11
H 2.3560 -0.6045 -1.2838 0.10
H -1.3859 5.6032 -3.9025 0.12
H -0.5551 -3.4479 3.5144 0.09
H -6.2066 -2.7261 3.7150 0.10
H -0.2040 3.2969 -3.7728 0.09
H 3.0182 -0.8276 2.2925 0.09
H 0.1795 -2.7592 6.8510 0.10
H -0.4135 -3.9535 5.7115 0.08
H 1.8954 -4.3760 0.3915 0.11
H -1.6029 -1.4045 -5.3096 0.09
H 5.1348 0.3462 1.7371 0.09
H -7.1476 -0.3615 -0.0145 0.08
H 2.0166 -4.8952 -1.2605 0.12
H 4.6464 1.2883 -2.0339 0.11
H -3.4824 -0.8230 4.2880 0.10
H 2.1853 1.7338 2.5201 0.11
H -4.1567 -1.5607 -0.2869 0.06
H 1.6647 1.7383 -1.6820 0.09
H -6.7664 1.0426 0.9712 0.10
H 0.0392 0.3311 -0.7085 0.07
H 5.3829 -0.8595 0.4521 0.08
H 4.5591 4.1319 -0.7299 0.09
H -1.4913 -1.2225 -0.6572 0.09
H 1.4012 -6.5586 0.1312 0.08
H -2.7987 -0.9432 0.4926 0.04
H 2.7070 2.9863 -2.2370 0.12
H -0.8157 -4.6161 -2.3013 0.09
H -5.5892 -1.2434 4.4009 0.09
H 3.4296 -1.9466 1.0857 0.08
H -0.6501 -3.7207 -0.2443 0.12
H 2.3143 3.9543 1.3373 0.08
```

## Properties
ΔE to the lowest compared entry with this formula, charge and spin	0.0	kcal per mole
HOMO-LUMO gap	0.321	Ha
SMILES string	CC1(C)CCCC(C)(C)N1O.NC(N)=O.NC(N)=O.NC(N)=O.NC(N)=O.NC(N)=O.OCCO.OCCO



[3]
Here is a cluster of 2 separate species, C5H9NO2 in total at a distorted geometry from OMol25. Energies are from the ωB97M-V functional and the def2-TZVPD basis.

Geometry as XYZ:
```
17
Properties=species:S:1:pos:R:3:lowdin_charge:R:1
O -1.2809 -1.2337 1.6265 0.25
O -0.6390 0.6382 2.6240 0.14
N 1.0982 1.7255 -1.9242 0.26
C 0.3425 -0.5267 -2.1034 0.19
C 1.1374 0.5902 -2.5105 -0.14
C 0.1768 0.1011 0.4052 -0.05
C -0.3643 -0.6887 -0.8365 -0.12
C -0.6156 -0.1431 1.7156 -0.63
H -1.4353 -0.4682 -0.9790 0.18
H 1.8468 0.4406 -3.3298 0.14
H -0.0292 -2.0195 4.1116 0.07
H 0.5886 -1.4598 -2.6137 0.16
H 0.2775 1.1730 0.2951 0.11
H 1.6496 2.4646 -2.3564 0.11
H 1.1950 -0.2626 0.6010 0.15
H 0.2030 -1.4575 3.6791 0.03
H -0.3259 -1.7162 -0.4635 0.14
```

## Properties
⟨S²⟩	0.75
ΔE to the lowest compared entry with this formula, charge and spin	141.9	kcal per mole
HOMO-LUMO gap (alpha / beta)	0.216 / 0.210	Ha
total charge	+1
spin multiplicity	2



[4]
Here is a structure of composition C15H42B3O16P3 at a distorted geometry from OMol25. Energies are from the ωB97M-V functional and the def2-TZVPD basis.

Geometry as XYZ:
```
79
Properties=species:S:1:pos:R:3:lowdin_charge:R:1
P -4.1514 -4.0701 0.0758 0.33
P 0.6911 3.1256 6.2783 0.33
P 2.8384 -0.2877 -6.1961 0.33
O -4.9154 -2.9250 0.8506 -0.20
O 2.2862 3.2045 6.2445 -0.22
O -1.8890 2.8808 0.8528 -0.17
O 0.1450 2.7276 7.5739 -0.22
O -3.7219 -3.7458 -1.2835 -0.23
O 0.3661 2.1960 5.0535 -0.20
O 2.2708 -0.6728 -4.7731 -0.21
O 3.6741 -1.5473 -6.7087 -0.22
O 0.1624 4.4963 5.6936 -0.20
O 2.7485 -0.6379 0.3281 0.27
O 1.8640 0.2126 -7.1633 -0.22
O 3.9656 0.7137 -5.7455 -0.20
O 0.7458 -1.2027 1.4445 0.26
O 1.3951 -2.4247 -0.4937 0.23
O -5.0651 -5.3747 0.1824 -0.22
O -3.0126 -4.3660 1.1218 -0.21
C -1.0358 1.2284 -0.7819 -0.17
C -2.1271 -5.4559 0.8486 -0.09
C -5.9602 -5.6996 -0.8879 -0.09
C -1.0744 4.0374 0.9167 -0.10
C 1.2847 1.3232 1.0940 -0.06
C 1.4981 -1.8637 -4.6189 -0.09
C 3.0557 -2.4920 -7.5903 -0.09
C 0.7849 0.8272 5.1167 -0.07
C 0.6008 5.7236 6.2716 -0.10
C 4.8279 1.2504 -6.7539 -0.09
C 1.4057 2.0531 -0.2472 -0.18
C 0.3261 1.7055 -1.2880 -0.16
C 2.9982 3.5891 7.4259 -0.09
C -2.0470 2.2985 -0.4269 -0.23
C -6.2614 -2.6094 0.4998 -0.09
B 0.4005 -1.9669 0.3473 -0.36
B 1.5957 -0.2006 0.9881 -0.56
B 2.3417 -1.4400 -0.7092 -0.37
H 3.8476 -2.9813 -8.1520 0.09
H 2.3772 -1.9939 -8.2815 0.09
H 1.4905 3.1146 -0.0659 0.10
H -6.9097 -5.1809 -0.7587 0.08
H -6.3893 -2.5641 -0.5830 0.09
H 4.2782 1.9380 -7.3957 0.09
H 0.9704 -1.7929 -3.6720 0.08
H 0.6234 0.3928 4.1337 0.08
H 2.3626 1.7707 -0.6777 0.11
H -6.9396 -3.3477 0.9297 0.09
H 0.1980 0.2831 5.8552 0.09
H 3.0737 4.6746 7.4870 0.08
H 3.9997 3.1722 7.3542 0.09
H 0.2999 1.4789 1.5219 0.10
H 2.7574 -1.2288 -1.8025 0.13
H 5.2666 0.4523 -7.3527 0.09
H -0.1908 3.8263 1.5124 0.07
H 0.7322 0.9908 -1.9957 0.10
H -0.7518 -2.1434 0.1221 0.13
H -0.7256 4.3506 -0.0618 0.08
H 2.5139 -3.2451 -7.0188 0.08
H 1.6050 5.9627 5.9184 0.09
H 5.6217 1.7873 -6.2430 0.09
H 2.1594 -2.7306 -4.5837 0.09
H 0.1429 2.6022 -1.8729 0.11
H 2.5092 3.2022 8.3190 0.09
H -6.1389 -6.7712 -0.8503 0.09
H -0.9768 0.5204 0.0375 0.10
H -0.0814 6.5011 5.9405 0.09
H -5.5256 -5.4397 -1.8522 0.09
H -2.6900 -6.3666 0.6432 0.09
H -1.4949 0.6898 -1.6083 0.12
H -1.4855 -5.2171 0.0004 0.09
H 1.8456 0.7592 5.3602 0.09
H -6.4880 -1.6362 0.9249 0.09
H -1.5136 -5.6122 1.7311 0.09
H -3.0104 1.7972 -0.3999 0.12
H -1.6110 4.8581 1.3818 0.08
H 0.5855 5.6771 7.3618 0.09
H -2.1116 3.0471 -1.2157 0.12
H 0.7709 -1.9765 -5.4245 0.09
H 1.9911 1.7682 1.7930 0.12
```

## Properties
ΔE to the lowest compared entry with this formula, charge and spin	8.3	kcal per mole
HOMO-LUMO gap	0.371	Ha



[5]
Here is the molecule C2H3IS at a distorted geometry from OMol25. Energies are from the ωB97M-V functional and the def2-TZVPD basis.

Geometry as XYZ:
```
7
Properties=species:S:1:pos:R:3:lowdin_charge:R:1
I 3.3369 -0.4069 -0.0629 0.78
S 1.6961 2.5601 0.1195 0.61
C 0.2462 0.2709 0.0043 -0.29
C 1.5935 0.7697 0.0419 -1.28
H -0.2137 0.6344 -0.8995 0.07
H -0.3737 0.8333 0.7156 0.08
H 0.2461 -0.7652 0.0968 0.04
```

## Properties
⟨S²⟩	2.01
ΔE to the lowest compared entry with this formula, charge and spin	0.0	kcal per mole
HOMO-LUMO gap (alpha / beta)	0.275 / 0.258	Ha
spin multiplicity	3



What did the third record say?
Here is a cluster of 2 separate species, C5H9NO2 in total at a distorted geometry from OMol25. Energies are from the ωB97M-V functional and the def2-TZVPD basis.

Geometry as XYZ:
```
17
Properties=species:S:1:pos:R:3:lowdin_charge:R:1
O -1.2809 -1.2337 1.6265 0.25
O -0.6390 0.6382 2.6240 0.14
N 1.0982 1.7255 -1.9242 0.26
C 0.3425 -0.5267 -2.1034 0.19
C 1.1374 0.5902 -2.5105 -0.14
C 0.1768 0.1011 0.4052 -0.05
C -0.3643 -0.6887 -0.8365 -0.12
C -0.6156 -0.1431 1.7156 -0.63
H -1.4353 -0.4682 -0.9790 0.18
H 1.8468 0.4406 -3.3298 0.14
H -0.0292 -2.0195 4.1116 0.07
H 0.5886 -1.4598 -2.6137 0.16
H 0.2775 1.1730 0.2951 0.11
H 1.6496 2.4646 -2.3564 0.11
H 1.1950 -0.2626 0.6010 0.15
H 0.2030 -1.4575 3.6791 0.03
H -0.3259 -1.7162 -0.4635 0.14
```

## Properties
⟨S²⟩	0.75
ΔE to the lowest compared entry with this formula, charge and spin	141.9	kcal per mole
HOMO-LUMO gap (alpha / beta)	0.216 / 0.210	Ha
total charge	+1
spin multiplicity	2



What is the formula in the fifth record?
C2H3IS